A 2-piece molecular cluster, CHBrOS2 overall. Source: the Open Molecules 2025 dataset; level of theory: ωB97M-V with the def2-TZVPD basis set.

As for the SMILES: O=C=S.SBr. The calculation puts the highest occupied orbital energy at -0.3468 Eh. The frontier orbital gap is 8.94 eV. The calculation puts the LUMO energy at -0.50 eV. The charge is 0. For the relative energy (zero: lowest compared OMol25 entry of this formula, charge and spin), the calculation gives 9.04 kJ/mol. For the maximum force, the calculation gives 1.57 eV/A.

Atoms and positions in Å:
O 2.8749 0.0277 -1.8846
C 2.3690 -0.3165 -0.9080
S 1.8563 -0.8392 0.4401
S -2.2286 1.1071 0.6966
Br -1.4508 -0.9099 0.4628
H -3.4207 0.9307 1.1931